1.
{"formula": "C18H36I2N3O4", "method": "wB97M-V/def2-TZVPD", "species": ["C", "C", "C", "C", "C", "C", "N", "C", "N", "C", "I", "C", "C", "I", "N", "H", "H", "H", "H", "H", "H", "H", "H", "H", "H", "H", "H", "H", "H", "H", "H", "H", "H", "H", "H", "O", "C", "O", "C", "C", "C", "H", "H", "H", "H", "H", "H", "H", "H", "O", "C", "O", "C", "C", "C", "H", "H", "H", "H", "H", "H", "H", "H"], "coordinates": [[-4.108, -2.323, -4.153], [-4.071, -2.577, -2.649], [-3.783, -1.291, -1.863], [-2.634, -1.474, -0.882], [-1.281, -1.599, -1.573], [-0.232, -0.435, -1.353], [0.816, -0.999, -0.500], [0.734, -2.357, -0.776], [1.763, -3.116, -0.865], [1.733, -4.549, -1.194], [1.034, -5.716, 0.458], [1.080, -4.841, -2.589], [2.074, -5.631, -3.446], [-0.763, -5.945, -2.541], [-0.558, -2.746, -0.964], [-3.956, -3.223, -4.737], [-5.049, -1.871, -4.443], [-3.311, -1.629, -4.407], [-3.300, -3.312, -2.443], [-4.998, -3.012, -2.297], [-3.610, -0.454, -2.530], [-4.648, -1.026, -1.267], [-2.872, -2.343, -0.277], [-2.599, -0.618, -0.211], [-1.351, -1.815, -2.628], [0.237, -0.337, -2.324], [-0.630, 0.470, -0.925], [0.753, -0.772, 0.484], [2.654, -2.672, -0.665], [2.767, -4.819, -1.314], [0.891, -3.893, -3.066], [2.135, -6.640, -3.067], [1.706, -5.652, -4.460], [3.041, -5.147, -3.388], [-0.939, -3.158, -0.119], [-0.559, 2.683, 0.608], [0.464, 3.245, 0.298], [0.644, 4.518, 0.649], [1.886, 5.223, 0.491], [2.028, 5.811, -0.896], [1.497, 2.534, -0.543], [2.727, 4.584, 0.763], [1.851, 6.021, 1.229], [2.049, 5.036, -1.664], [2.947, 6.391, -0.970], [1.183, 6.463, -1.116], [1.205, 2.607, -1.590], [1.492, 1.491, -0.242], [2.515, 2.896, -0.428], [2.790, 4.140, 6.256], [1.991, 3.425, 5.721], [1.001, 3.982, 4.992], [0.112, 3.228, 4.165], [-1.060, 2.675, 4.948], [2.026, 1.924, 5.905], [0.656, 2.450, 3.625], [-0.251, 3.929, 3.416], [-0.736, 1.976, 5.721], [-1.752, 2.157, 4.283], [-1.592, 3.484, 5.447], [1.522, 1.675, 6.838], [3.066, 1.617, 5.976], [1.572, 1.362, 5.092]], "forces_ev_per_a": [[-0.019, -0.060, 0.243], [0.211, 0.320, -0.358], [-0.266, -0.329, 0.434], [-0.209, 0.938, -0.445], [0.297, -0.434, 1.819], [-0.383, -0.889, -0.421], [0.983, 0.297, -0.729], [-1.215, 0.898, 1.231], [0.409, -0.589, 0.180], [-0.372, -0.058, -0.382], [0.314, 0.215, 0.212], [0.263, -0.426, 0.491], [-0.633, 0.310, 0.510], [-0.039, 0.365, -0.377], [0.472, -0.571, -1.058], [-0.111, -0.200, -0.073], [-0.133, 0.128, -0.157], [0.128, 0.117, -0.211], [0.271, -0.221, 0.107], [-0.243, -0.176, -0.012], [0.170, 0.177, -0.139], [-0.298, 0.172, 0.027], [0.183, -0.294, 0.108], [0.024, 0.064, 0.214], [-0.281, 0.003, -0.300], [0.014, 0.908, -0.151], [-0.136, 0.337, -0.134], [0.058, -0.106, 0.099], [-0.010, -0.149, 0.018], [0.376, -0.117, 0.250], [-0.357, 0.296, -0.086], [0.248, -0.353, -0.002], [0.112, -0.105, -0.332], [0.314, 0.025, -0.248], [-0.258, -0.465, -0.267], [0.017, -0.078, 0.041], [-0.029, 0.049, -0.196], [-0.194, -0.078, 0.278], [0.241, 0.173, -0.175], [-0.136, -0.124, -0.085], [0.353, -0.017, 0.281], [-0.037, -0.073, -0.039], [-0.120, -0.058, 0.063], [0.079, -0.014, 0.010], [0.001, 0.009, 0.026], [0.025, 0.052, 0.046], [0.017, 0.018, -0.017], [-0.043, -0.059, -0.125], [-0.047, 0.158, -0.100], [-0.052, 0.022, -0.092], [0.000, -0.115, 0.219], [0.101, 0.203, -0.155], [-0.210, -0.081, -0.019], [0.072, -0.062, 0.148], [0.141, -0.114, -0.370], [0.009, -0.037, 0.049], [0.091, 0.070, 0.016], [0.004, -0.048, -0.043], [-0.004, 0.032, -0.025], [-0.024, 0.028, -0.062], [-0.017, 0.005, 0.013], [0.014, 0.087, 0.168], [-0.135, 0.024, 0.081]], "lowdin_charge": [-0.098, -0.250, -0.202, -0.151, -0.225, -0.083, 0.074, -0.356, 0.118, -0.748, 0.876, -0.808, -0.168, 0.836, 0.103, 0.070, 0.078, 0.063, 0.073, 0.109, 0.113, 0.112, 0.117, 0.120, 0.138, 0.124, 0.112, 0.156, 0.185, 0.067, 0.066, 0.072, 0.076, 0.082, 0.133, 0.079, -0.537, 0.009, -0.217, -0.058, 0.014, 0.116, 0.129, 0.068, 0.087, 0.088, 0.102, 0.056, 0.078, 0.115, -0.528, 0.001, -0.244, -0.057, 0.009, 0.105, 0.116, 0.068, 0.081, 0.088, 0.097, 0.089, 0.063], "orbital_gap_ev": 7.735, "total_energy_ha": -1767.8139, "charge": 1}


2.
{"formula": "C3H7NO2", "method": "wB97M-V/def2-TZVPD", "species": ["N", "C", "O", "C", "C", "O", "H", "H", "H", "H", "H", "H", "H"], "coordinates": [[1.281, -1.675, -0.121], [0.695, -0.478, -0.405], [1.390, 0.532, -0.407], [-0.792, -0.323, -0.520], [-0.952, 1.161, 0.302], [-0.190, 1.456, 1.446], [0.812, -2.563, -0.081], [2.152, -1.575, 0.380], [-1.309, -1.306, -0.364], [-1.126, -0.033, -1.523], [-0.693, 1.904, -0.471], [-1.988, 1.263, 0.609], [0.721, 1.637, 1.155]], "forces_ev_per_a": [[-0.051, 0.015, 0.108], [0.443, 0.357, -0.032], [0.486, -0.314, -0.314], [0.199, 0.870, 0.347], [-0.533, -0.763, -0.550], [-0.001, -0.605, -0.163], [-0.215, 0.246, 0.090], [0.079, -0.230, -0.316], [0.045, 1.223, 0.887], [0.466, 0.008, 0.005], [-0.372, -0.507, 0.107], [-0.157, -0.016, -0.119], [-0.389, -0.283, -0.049]], "lowdin_charge": [0.162, -0.560, 0.004, -0.042, -0.208, -0.075, 0.098, 0.111, 0.109, 0.104, 0.114, 0.104, 0.080], "orbital_gap_ev": 10.791, "smiles": "NC(=O)CCO", "total_energy_ha": -323.7284, "charge": 0}


3.
{"formula": "C20H20N2O6S3", "method": "wB97M-V/def2-TZVPD", "species": ["C", "O", "C", "C", "C", "C", "C", "S", "C", "S", "N", "N", "S", "O", "O", "C", "C", "C", "C", "C", "C", "C", "C", "O", "C", "C", "O", "C", "C", "O", "C", "H", "H", "H", "H", "H", "H", "H", "H", "H", "H", "H", "H", "H", "H", "H", "H", "H", "H", "H", "H"], "coordinates": [[-1.098, 3.470, 1.880], [0.311, 3.466, 1.890], [0.975, 2.654, 1.012], [0.317, 1.805, 0.137], [1.011, 0.970, -0.741], [0.362, 0.052, -1.623], [-0.950, -0.226, -1.805], [-2.358, 0.493, -1.049], [-3.434, -0.684, -1.773], [-5.046, -0.766, -1.536], [-2.729, -1.525, -2.583], [-3.290, -2.664, -3.115], [-2.941, -4.124, -2.208], [-4.226, -4.658, -1.873], [-2.047, -4.925, -2.970], [-2.117, -3.464, -0.766], [-2.875, -2.905, 0.244], [-2.234, -2.235, 1.273], [-0.847, -2.124, 1.290], [-0.148, -1.338, 2.354], [-0.106, -2.745, 0.286], [-0.736, -3.413, -0.747], [-1.354, -1.324, -2.683], [-0.626, -1.994, -3.373], [2.414, 1.006, -0.735], [3.090, 1.848, 0.121], [4.440, 1.958, 0.200], [5.229, 1.181, -0.669], [2.383, 2.691, 1.017], [3.190, 3.447, 1.789], [2.686, 4.399, 2.701], [-1.386, 4.195, 2.639], [-1.506, 2.489, 2.142], [-1.494, 3.782, 0.910], [-0.758, 1.782, 0.130], [1.016, -0.559, -2.237], [-4.303, -2.559, -3.164], [-3.950, -2.994, 0.210], [-2.819, -1.779, 2.057], [-0.846, -1.003, 3.116], [0.627, -1.938, 2.826], [0.333, -0.465, 1.911], [0.972, -2.683, 0.309], [-0.189, -3.877, -1.552], [2.950, 0.364, -1.413], [5.085, 0.110, -0.495], [5.021, 1.412, -1.718], [6.260, 1.446, -0.440], [3.570, 4.860, 3.139], [2.087, 5.161, 2.199], [2.090, 3.931, 3.486]], "forces_ev_per_a": [[-0.188, 0.013, 0.014], [0.415, -0.127, -0.137], [0.206, 0.113, 0.127], [-0.010, -0.197, -0.254], [0.399, 0.649, 0.618], [-0.972, -0.611, -0.579], [0.673, 0.568, 0.349], [-0.260, -0.044, -0.112], [-0.297, 0.268, 0.106], [0.132, 0.127, 0.099], [-0.148, 0.013, 0.050], [0.285, -0.737, -0.078], [-0.204, 0.169, 0.200], [-0.213, 0.143, 0.144], [0.359, 0.202, -0.001], [-0.308, -0.323, -0.548], [-0.161, -0.085, 0.184], [0.027, -0.104, -0.114], [-0.029, -0.076, -0.047], [0.023, -0.014, -0.002], [-0.161, -0.100, 0.004], [0.211, -0.153, 0.059], [0.775, -0.124, -0.740], [-0.264, 0.059, 0.133], [-0.219, -0.070, -0.065], [-0.045, 0.302, 0.321], [-0.331, 0.129, 0.146], [0.117, -0.135, -0.145], [0.083, -0.157, -0.167], [-0.057, -0.316, -0.275], [-0.100, 0.403, 0.397], [-0.056, -0.068, -0.068], [0.008, 0.006, -0.012], [0.009, -0.011, 0.009], [-0.042, 0.138, 0.154], [0.003, -0.073, -0.036], [0.010, 0.111, 0.157], [-0.103, 0.048, 0.043], [-0.057, 0.050, 0.094], [-0.012, 0.053, 0.089], [0.070, -0.001, 0.084], [0.047, 0.088, 0.027], [0.150, 0.000, -0.012], [0.141, 0.003, -0.069], [0.109, -0.074, -0.073], [-0.008, 0.036, -0.013], [-0.005, -0.015, 0.036], [-0.058, -0.054, -0.053], [-0.074, -0.022, -0.027], [0.061, -0.053, 0.046], [0.071, 0.056, -0.064]], "lowdin_charge": [-0.063, -0.106, -0.176, 0.005, -0.215, -0.015, -0.397, 1.048, -1.087, 0.710, -0.175, -0.031, 0.695, -0.289, -0.264, -0.284, -0.071, -0.030, -0.261, -0.028, -0.024, -0.056, -0.464, 0.127, 0.037, -0.187, -0.058, -0.074, -0.112, -0.034, -0.055, 0.099, 0.097, 0.102, 0.028, 0.135, 0.069, 0.105, 0.119, 0.079, 0.087, 0.072, 0.124, 0.120, 0.112, 0.098, 0.099, 0.097, 0.098, 0.099, 0.096], "orbital_gap_ev": 6.957, "smiles": "COc1cc(/C=C2\\SC(=S)N(NS(=O)(=O)c3ccc(C)cc3)C2=O)cc(OC)c1OC", "total_energy_ha": -2529.5648, "charge": 0}


4.
{"formula": "CH6N2O2", "method": "wB97M-V/def2-TZVPD", "species": ["N", "C", "O", "O", "H", "H", "N", "H", "H", "H", "H"], "coordinates": [[1.011, -0.605, 0.117], [-0.278, -0.340, -0.876], [-1.152, -1.106, -0.571], [0.035, 0.522, -1.659], [0.950, -1.613, 0.302], [1.818, -0.348, -0.448], [0.147, 1.085, 1.953], [0.542, 0.317, 1.115], [-0.759, 0.757, 2.275], [0.780, 1.139, 2.746], [0.068, 1.996, 1.511]], "forces_ev_per_a": [[-0.151, 0.371, -0.765], [-1.629, -2.077, 0.387], [0.290, 0.476, 0.126], [0.950, 0.975, -0.318], [0.164, 0.210, -0.220], [0.360, -0.228, 0.236], [0.318, -0.839, -1.013], [-0.033, 0.703, 1.264], [-0.188, 0.173, 0.079], [0.088, 0.032, 0.037], [-0.168, 0.203, 0.186]], "lowdin_charge": [0.184, -0.616, 0.183, 0.272, 0.140, 0.126, 0.226, 0.085, 0.134, 0.132, 0.133], "orbital_gap_ev": [12.707, 6.791], "total_energy_ha": -301.3567, "multiplicity": 2, "charge": 1}


5.
{"formula": "C7H11N", "method": "wB97M-V/def2-TZVPD", "species": ["C", "C", "C", "C", "C", "C", "C", "H", "H", "H", "H", "H", "H", "H", "H", "H", "H", "H", "N"], "coordinates": [[-0.739, 0.203, 1.595], [1.088, 0.716, 0.050], [0.608, 0.852, -1.380], [0.068, -0.542, -1.351], [-1.339, -0.797, -0.616], [0.957, -0.812, 0.037], [-0.516, -1.044, 0.633], [-1.634, 0.478, 1.875], [0.004, 0.244, 2.524], [0.155, 2.048, 1.408], [2.157, 0.867, 0.468], [0.156, 1.794, -1.943], [1.702, 0.881, -2.068], [-0.215, -0.956, -2.616], [-2.002, -1.699, -0.814], [-1.905, 0.034, -0.547], [1.523, -1.769, 0.252], [-0.481, -2.028, 1.378], [-0.032, 1.236, 0.896]], "forces_ev_per_a": [[8.464, -1.897, 0.642], [1.051, 0.449, 2.742], [4.255, 2.254, -3.835], [-2.723, -1.913, -4.524], [2.825, -3.860, 0.097], [-4.621, -2.271, -1.750], [0.883, -0.153, 5.242], [-4.935, 1.049, 1.130], [-2.106, -1.739, -0.600], [0.489, 1.091, 0.762], [-1.578, 1.139, -1.075], [0.140, -1.902, 2.083], [-2.850, -0.776, 1.632], [1.909, 0.529, 3.662], [1.157, 1.087, -0.677], [-2.024, 2.780, 0.195], [0.394, 2.026, -0.432], [-0.850, 2.115, -2.459], [0.121, -0.009, -2.834]], "lowdin_charge": [-0.174, -0.307, -0.193, -0.229, -0.119, -0.096, -0.258, 0.049, 0.146, 0.087, 0.159, 0.136, 0.164, 0.191, 0.127, 0.059, 0.145, 0.176, -0.062], "orbital_gap_ev": 9.027, "total_energy_ha": -327.8408, "charge": 0}


6.
{"formula": "C3H7N8", "method": "wB97M-V/def2-TZVPD", "species": ["C", "C", "C", "N", "N", "N", "N", "N", "N", "N", "N", "H", "H", "H", "H", "H", "H", "H"], "coordinates": [[0.359, -0.277, -0.517], [-1.593, -0.801, -1.433], [0.889, 0.507, 1.548], [0.643, -0.748, -1.721], [-0.610, -0.987, -2.234], [-0.964, -0.356, -0.168], [-1.286, -0.125, 1.186], [1.298, 0.301, 0.308], [-2.862, -0.960, -1.804], [1.389, 0.850, 2.673], [2.610, 0.510, -0.199], [-1.763, 0.804, 1.227], [-3.092, -1.436, -2.621], [-3.581, -0.741, -1.173], [0.793, 0.999, 3.571], [2.328, 1.229, 2.915], [2.726, -0.251, -0.966], [2.715, 1.483, -0.591]], "forces_ev_per_a": [[-1.748, 0.381, 1.477], [0.055, 1.038, 3.414], [-2.012, -0.422, 0.549], [-3.271, -0.242, -1.537], [4.263, -1.291, -3.435], [0.833, 0.606, -0.726], [-0.904, 0.354, -0.405], [0.258, 0.112, 0.083], [1.989, 0.912, 2.214], [0.736, 1.541, 2.722], [0.660, -0.875, -1.592], [0.327, -0.676, -0.162], [-0.120, -0.804, -1.789], [-1.046, 0.210, 0.912], [0.683, -0.704, -2.538], [-0.354, -0.679, -0.975], [0.108, 2.034, 1.526], [-0.457, -1.494, 0.263]], "lowdin_charge": [-0.287, -0.279, -0.115, 0.165, 0.102, -0.042, 0.075, -0.078, 0.300, 0.160, 0.100, 0.063, 0.124, 0.126, 0.179, 0.143, 0.133, 0.129], "orbital_gap_ev": [8.967, 5.687], "total_energy_ha": -556.0733, "multiplicity": 3, "charge": 1}


Number 6 is which compound?
C3H7N8


What is the charge in the sixth record?
+1


Which formula does entry 5 have?
C7H11N


Number 2 is which compound?
C3H7NO2